*a*
Computed, not measured: 2 unconnected molecules or ions with the total composition C5H11O2, with the ωB97M-V functional and the def2-TZVPD basis.

Results
Charge: -1
HOMO-LUMO gap (eV): 7.223
LUMO (eV): 3.7
HOMO level (eV): -3.506
M (g mol⁻¹): 103.14
Multiplicity: 1

Positions of all 18 atoms, in Å:
C  0.28  2.25  -0.11
C  -0.89  1.37  0.19
C  1.24  1.20  -0.89
O  0.70  0.18  -1.37
O  2.40  1.44  -1.05
H  -0.07  3.00  -0.82
H  0.88  2.73  0.74
H  -1.69  1.71  0.90
H  -0.45  0.44  0.64
H  -1.55  0.96  -0.69
C  -0.73  -3.08  1.22
C  -2.14  -2.55  1.42
H  -0.07  -3.29  2.01
H  -0.92  -4.09  0.70
H  -0.11  -2.32  0.71
H  -2.64  -2.73  2.37
H  -2.04  -1.48  1.24
H  -2.67  -2.98  0.60

Atom charges from the Löwdin analysis, given in e for atoms 1 to 2: C -0.19; C -0.22

---

*b*
Computed, not measured: 2 unconnected molecules or ions with the total composition C5H11O2, with the ωB97M-V functional and the def2-TZVPD basis.

Results
Charge: -1
HOMO-LUMO gap (eV): 7.146
LUMO (eV): 3.4
HOMO level (eV): -3.761
M (g mol⁻¹): 103.14
Multiplicity: 1

Positions of all 18 atoms, in Å:
C  -0.56  -1.78  -1.55
C  -1.73  -1.50  -2.51
O  -2.70  -0.88  -2.03
O  -1.60  -1.95  -3.68
H  0.42  -1.42  -1.87
H  -0.47  -2.88  -1.51
H  -0.84  -1.42  -0.57
C  0.74  0.43  1.24
C  -0.21  1.18  0.30
C  1.55  1.46  2.06
H  1.42  -0.29  0.79
H  0.16  -0.09  2.01
H  -0.89  1.68  1.00
H  0.34  1.86  -0.35
H  2.26  0.90  2.68
H  0.95  1.94  2.83
H  -0.86  0.55  -0.28
H  2.01  2.22  1.42

Atom charges from the Löwdin analysis, given in e for atoms 1 to 2: C -0.07; C -0.81

---

*c*
Computed, not measured: 2 unconnected molecules or ions with the total composition C5H11O2, with the ωB97M-V functional and the def2-TZVPD basis.

Results
Charge: -1
HOMO-LUMO gap (eV): 7.860
LUMO (eV): 3.9
HOMO level (eV): -3.943
M (g mol⁻¹): 103.14
Multiplicity: 1

Positions of all 18 atoms, in Å:
C  0.38  -2.04  -0.19
C  0.17  -3.55  -0.14
H  0.79  -1.73  -1.15
H  -0.56  -1.49  -0.05
H  1.03  -1.70  0.61
H  1.11  -4.07  -0.34
H  -0.56  -3.84  -0.89
H  -0.20  -3.87  0.83
C  -0.57  2.50  0.58
C  0.87  2.63  0.05
C  -1.34  1.40  -0.21
O  -1.40  1.58  -1.45
O  -1.77  0.44  0.47
H  -0.58  2.24  1.64
H  -1.06  3.47  0.51
H  1.55  2.96  0.84
H  0.95  3.38  -0.74
H  1.20  1.68  -0.36

Atom charges from the Löwdin analysis, given in e for atoms 1 to 2: C -0.17; C -0.18

---

*d*
Computed, not measured: 3 unconnected molecules or ions with the total composition C5H11O2, with the ωB97M-V functional and the def2-TZVPD basis.

Results
Charge: -1
HOMO-LUMO gap (eV): 6.180
LUMO (eV): 2.6
HOMO level (eV): -3.573
M (g mol⁻¹): 103.14
Multiplicity: 1

Positions of all 18 atoms, in Å:
C  0.31  -1.12  0.00
O  1.37  -1.96  -0.27
C  0.49  0.38  -0.36
C  -0.62  1.29  0.05
C  -0.63  2.57  -0.36
C  -1.48  3.69  -0.05
H  -0.60  -1.37  -0.56
H  0.01  -1.20  1.07
H  0.59  0.34  -1.45
H  1.48  0.66  0.04
H  -1.43  1.03  0.73
H  -0.44  3.52  1.27
H  0.10  2.84  -1.13
H  -1.34  4.58  -0.63
H  -2.27  3.51  0.66
H  0.93  -2.96  0.04
H  1.02  -4.39  1.25
O  0.38  -3.97  0.67

Atom charges from the Löwdin analysis, given in e for atoms 1 to 2: C -0.41; O -0.21

---

Name the most stable of them. *c*.

---

*a*
Computed, not measured: a single C4H2O2 molecule, with the ωB97M-V functional and the def2-TZVPD basis.

Results
HOMO-LUMO gap (eV): 9.278
LUMO (eV): -1.4
HOMO level (eV): -10.711
M (g mol⁻¹): 82.06
Multiplicity: 1

Positions of all 8 atoms, in Å:
O  -1.29  0.73  1.08
C  -0.08  0.72  1.08
C  0.71  -0.01  -0.01
O  1.91  -0.01  0.00
C  -0.14  -0.67  -1.01
C  -0.33  -1.38  -2.08
H  0.54  1.23  1.84
H  -1.26  -0.60  -0.91

Atom charges from the Löwdin analysis, given in e for atoms 1 to 2: O 0.09; C -0.16

---

*b*
Computed, not measured: a single C4H2O2 molecule, with the ωB97M-V functional and the def2-TZVPD basis.

Results
HOMO-LUMO gap (eV): 9.711
LUMO (eV): -1.1
SMILES: O=CC#CC=O
HOMO level (eV): -10.858
M (g mol⁻¹): 82.06
Multiplicity: 1

Positions of all 8 atoms, in Å:
O  -3.00  -0.11  0.41
C  -1.83  -0.33  0.35
C  -0.75  0.53  -0.14
C  0.43  0.71  -0.37
C  1.83  0.30  -0.34
O  2.06  -0.89  -0.30
H  -1.36  -1.27  0.69
H  2.62  1.06  -0.31

Atom charges from the Löwdin analysis, given in e for atoms 1 to 2: O 0.08; C -0.27

---

Name the most stable of them. *b*.

---

*a*
Computed, not measured: a molecular structure, C4H2O2, with the ωB97M-V functional and the def2-TZVPD basis.

Results
HOMO-LUMO gap (spin up / spin down) (eV): 6.970 / 6.733
LUMO (spin up / spin down) (eV): -1.2 / -1.2
HOMO level (spin up / spin down) (eV): -8.165 / -7.899
M (g mol⁻¹): 82.06
Multiplicity: 1

Positions of all 8 atoms, in Å:
C  0.08  -0.29  1.02
C  0.25  -0.47  -0.97
C  1.30  -0.60  -0.25
C  -0.75  0.39  0.00
O  2.40  -0.93  -0.15
O  -1.89  0.54  -0.33
H  0.23  0.34  1.86
H  -1.62  1.04  -1.17

Atom charges from the Löwdin analysis, given in e for atoms 1 to 2: C 0.12; C 0.17

---

*b*
Computed, not measured: a single C4H2O2 molecule, with the ωB97M-V functional and the def2-TZVPD basis.

Results
HOMO-LUMO gap (spin up / spin down) (eV): 7.000 / 6.999
LUMO (spin up / spin down) (eV): -0.1 / -0.1
HOMO level (spin up / spin down) (eV): -7.055 / -7.055
M (g mol⁻¹): 82.06
Multiplicity: 1

Positions of all 8 atoms, in Å:
C  0.12  0.43  -0.77
C  -0.99  0.39  0.17
C  1.16  -0.32  -0.47
C  0.09  -1.13  1.64
O  -0.69  -0.38  1.16
O  2.10  -0.97  -0.23
H  0.10  1.02  -1.66
H  -1.89  0.96  0.16

Atom charges from the Löwdin analysis, given in e for atoms 1 to 2: C -0.06; C -0.18

---

*c*
Computed, not measured: a single C4H2O2 molecule, with the ωB97M-V functional and the def2-TZVPD basis.

Results
HOMO-LUMO gap (eV): 9.119
LUMO (eV): -1.6
HOMO level (eV): -10.684
M (g mol⁻¹): 82.06
Multiplicity: 1

Positions of all 8 atoms, in Å:
O  -0.50  -1.81  0.82
C  0.27  -0.91  1.00
C  0.99  1.40  0.44
C  0.33  0.30  0.12
C  -0.49  0.55  -1.11
O  -0.20  1.45  -1.86
H  0.98  -0.91  1.85
H  -1.38  -0.08  -1.25

Atom charges from the Löwdin analysis, given in e for atoms 1 to 2: O 0.07; C -0.24

---

*d*
Computed, not measured: a single C4H2O2 molecule, with the ωB97M-V functional and the def2-TZVPD basis.

Results
HOMO-LUMO gap (eV): 9.453
LUMO (eV): 0.4
HOMO level (eV): -9.008
M (g mol⁻¹): 82.06
Multiplicity: 1

Positions of all 8 atoms, in Å:
C  0.71  -0.73  0.65
C  -0.11  0.13  1.13
C  0.25  -0.13  -1.48
C  -0.65  0.61  -0.35
O  0.19  1.21  -1.20
O  -1.26  -0.28  -1.12
H  1.48  -1.29  0.33
H  -0.61  0.48  2.04

Atom charges from the Löwdin analysis, given in e for atoms 1 to 2: C 0.13; C -0.04

---

Name the most stable of them. *c*.

---

*a*
Computed, not measured: 4 unconnected molecules or ions with the total composition CH10NO4, with the ωB97M-V functional and the def2-TZVPD basis.

Results
Charge: -1
HOMO-LUMO gap (eV): 6.985
LUMO (eV): 3.4
HOMO level (eV): -3.541
M (g mol⁻¹): 100.09
Multiplicity: 1

Positions of all 16 atoms, in Å:
N  1.33  1.18  1.57
C  1.40  0.35  0.30
O  0.95  0.98  -0.78
H  2.01  1.94  1.46
H  0.41  1.59  1.57
H  2.45  -0.01  0.09
H  0.73  -0.56  0.54
H  -0.46  -0.36  -2.82
H  -0.17  0.38  -3.98
O  -0.78  -0.37  -3.76
H  -1.26  -2.25  3.84
H  -0.06  -3.18  4.08
O  -0.92  -3.12  3.66
H  -0.59  0.99  -0.93
H  -1.81  1.19  -1.87
O  -1.57  1.24  -0.95

Atom charges from the Löwdin analysis, given in e for atoms 1 to 2: N -0.04; C -0.57

---

*b*
Computed, not measured: 4 unconnected molecules or ions with the total composition CH10NO4, with the ωB97M-V functional and the def2-TZVPD basis.

Results
Charge: -1
HOMO-LUMO gap (eV): 8.654
LUMO (eV): 4.0
HOMO level (eV): -4.645
M (g mol⁻¹): 100.09
Multiplicity: 1

Positions of all 16 atoms, in Å:
N  -1.12  1.16  -1.73
C  0.31  1.05  -1.21
O  0.43  -0.01  -0.36
H  -1.39  0.22  -2.01
H  -1.73  1.32  -0.93
H  0.83  0.78  -2.15
H  0.60  2.06  -0.88
H  -0.49  0.06  0.92
H  -0.32  0.47  2.39
O  -0.87  -0.10  1.86
H  -0.89  -1.70  -0.42
H  -1.35  -2.13  0.88
O  -1.30  -2.47  -0.02
H  1.86  0.21  0.34
H  2.23  0.51  1.85
O  2.60  0.53  0.98

Atom charges from the Löwdin analysis, given in e for atoms 1 to 2: N -0.03; C -0.46

---

Name the most stable of them. *b*.

---

*a*
Computed, not measured: a gas-phase ion, C4H6NS (charge +1), with the ωB97M-V functional and the def2-TZVPD basis.

Results
Charge: +1
HOMO-LUMO gap (spin up / spin down) (eV): 7.425 / 7.427
LUMO (spin up / spin down) (eV): -6.1 / -6.1
HOMO level (spin up / spin down) (eV): -13.525 / -13.525
M (g mol⁻¹): 100.17
Multiplicity: 1

Positions of all 12 atoms, in Å:
C  0.22  0.70  -0.96
C  0.38  -0.48  -1.62
C  0.08  1.52  1.29
C  -0.45  -1.77  0.51
N  -0.21  0.91  0.27
S  0.21  -2.12  -0.99
H  0.22  1.53  -1.55
H  0.64  -0.42  -2.74
H  1.01  1.75  1.85
H  -0.74  1.68  1.98
H  -0.81  -2.61  1.09
H  -0.56  -0.68  0.87

Atom charges from the Löwdin analysis, given in e for atoms 1 to 2: C -0.17; C -0.37

---

*b*
Computed, not measured: a gas-phase ion, C4H6NS (charge +1), with the ωB97M-V functional and the def2-TZVPD basis.

Results
Charge: +1
HOMO-LUMO gap (eV): 8.073
LUMO (eV): -5.8
HOMO level (eV): -13.834
M (g mol⁻¹): 100.17
Multiplicity: 1

Positions of all 12 atoms, in Å:
C  1.38  -0.62  1.61
C  0.14  -0.49  1.33
C  -1.16  0.71  0.18
C  -0.47  0.70  -1.04
N  0.85  -1.40  0.38
S  1.05  -0.65  -1.18
H  2.20  -0.53  2.16
H  -1.13  1.58  0.87
H  -2.18  0.35  0.43
H  0.14  1.70  -1.15
H  -1.15  0.31  -1.92
H  0.34  -1.66  -1.68

Atom charges from the Löwdin analysis, given in e for atoms 1 to 2: C 0.04; C -0.03

---

Name the most stable of them. *a*.

---

*a*
Computed, not measured: a gas-phase ion, C4H6NS (charge +1), with the ωB97M-V functional and the def2-TZVPD basis.

Results
Charge: +1
HOMO-LUMO gap (eV): 7.420
LUMO (eV): -6.1
HOMO level (eV): -13.507
M (g mol⁻¹): 100.17
Multiplicity: 1

Positions of all 12 atoms, in Å:
C  1.02  -1.09  0.36
C  -1.73  -1.30  -0.42
C  0.64  1.22  -0.13
C  -0.68  1.33  -0.13
N  1.48  0.15  0.25
S  -2.10  0.20  0.08
H  1.85  -1.75  0.75
H  -2.48  -2.12  -0.47
H  -0.64  -1.67  -0.60
H  1.21  2.28  -0.20
H  -0.99  2.33  0.01
H  2.42  0.43  0.51

Atom charges from the Löwdin analysis, given in e for atoms 1 to 2: C 0.09; C -0.24

---

*b*
Computed, not measured: a gas-phase ion, C4H6NS (charge +1), with the ωB97M-V functional and the def2-TZVPD basis.

Results
Charge: +1
HOMO-LUMO gap (spin up / spin down) (eV): 5.389 / 5.231
LUMO (spin up / spin down) (eV): -8.2 / -8.2
HOMO level (spin up / spin down) (eV): -13.631 / -13.480
M (g mol⁻¹): 100.17
Multiplicity: 1

Positions of all 12 atoms, in Å:
C  -0.42  -0.07  -0.02
C  -1.57  0.71  0.33
C  -1.69  -0.77  0.19
C  2.02  -0.03  -0.46
N  0.68  -0.32  -0.47
S  3.51  -0.41  0.79
H  -1.61  1.16  1.32
H  -1.95  1.42  -0.30
H  -2.04  -1.21  -0.70
H  -1.53  -1.42  1.06
H  2.36  -0.17  -1.47
H  2.25  1.10  -0.25

Atom charges from the Löwdin analysis, given in e for atoms 1 to 2: C -0.23; C 0.00

---

Name the most stable of them. *a*.